This record from OMol25 describes a single C2H2OS2 molecule at a distorted geometry. The level of theory is ωB97M-V/def2-TZVPD.

Calculated values
Relative energy (zero: lowest compared OMol25 entry of this formula, charge and spin): 145.0 kJ/mol
Orbital gap: 7.796 eV

The geometry in ORCA input format:
```
! wB97M-V def2-TZVPD RIJCOSX def2/J DEFGRID3
* xyz 0 1
O 1.5512 -1.0391 -0.0976
C 0.5405 -0.9412 -0.7487
C -0.4785 0.2584 0.0391
S -2.0799 0.4278 -0.2282
S 0.4721 0.7634 1.3192
H 0.4170 -1.2098 -1.8263
H -0.4223 1.7406 1.5424
*
```